A.
Computed, not measured: the ion C2H5N2O2 with charge +1, with ωB97M-V with the def2-TZVPD basis set.

Summary:
- LUMO energy (alpha / beta) (eV) = -6.2102 / -6.6863
- HOMO level (alpha / beta) (eV) = -14.9 / -14.6
- HOMO-LUMO gap (alpha / beta) (eV) = 8.650 / 7.902
- charge = +1
- molar mass (g mol⁻¹) = 89.07

```
11
Properties=species:S:1:pos:R:3:mulliken_charge:R:1
C -0.403 -0.883 0.143 -0.009
C 1.286 0.675 -0.152 -0.169
N -1.299 0.070 0.263 0.077
N 0.858 -0.606 0.117 -0.048
O 0.429 1.578 0.140 -0.336
O -2.413 0.256 -0.313 -0.274
H -0.797 -1.928 0.258 0.383
H 2.209 0.727 0.586 0.326
H 1.909 0.874 -1.181 0.335
H 1.352 -1.471 -0.103 0.274
H -3.131 0.707 0.243 0.441
```

=====

B.
Computed, not measured: the ion C2H5N2O2 with charge +1, with ωB97M-V with the def2-TZVPD basis set.

Summary:
- LUMO energy (alpha / beta) (eV) = -6.2048 / -6.6070
- HOMO level (alpha / beta) (eV) = -15.3 / -14.3
- structure (SMILES) = [NH2+]=C=[NH+]OC[O-]
- HOMO-LUMO gap (alpha / beta) (eV) = 9.132 / 7.698
- charge = +1
- molar mass (g mol⁻¹) = 89.07

```
11
Properties=species:S:1:pos:R:3:mulliken_charge:R:1
N -2.076 0.457 0.088 -0.305
C -0.956 -0.124 0.208 0.421
N -0.149 -1.085 0.198 0.010
O 1.239 -0.957 0.124 -0.227
C 1.712 0.357 -0.247 -0.018
O 1.070 1.316 0.320 -0.355
H -2.893 0.027 -0.349 0.273
H -2.189 1.416 0.424 0.299
H -0.306 -2.065 0.463 0.299
H 1.785 0.392 -1.357 0.319
H 2.762 0.265 0.128 0.284
```

=====

B is the most stable structure; the next one sits 34.3 kJ/mol above it.

=====

A.
Computed, not measured: a cluster of 2 separate species, C3H12N2OS2 in total, with ωB97M-V with the def2-TZVPD basis set.

Summary:
- LUMO energy (eV) = 0.4167
- HOMO level (eV) = -8.7
- structure (SMILES) = NC[C@H](N)CSS.O
- HOMO-LUMO gap (eV) = 9.115
- charge = 0
- molar mass (g mol⁻¹) = 156.28

```
20
Properties=species:S:1:pos:R:3:mulliken_charge:R:1
N 1.933 1.920 -0.193 -0.651
C 1.276 0.635 0.062 -0.462
C 0.001 0.514 -0.825 0.140
N -1.247 0.567 -0.108 -0.530
C -0.020 -0.699 -1.746 -0.901
S 0.448 -2.352 -1.137 -0.054
S 0.319 -2.455 0.881 -0.214
H 2.379 1.922 -1.098 0.196
H 2.614 2.188 0.499 0.216
H 1.932 -0.219 -0.173 0.189
H 1.012 0.588 1.110 0.405
H 0.017 1.420 -1.420 0.314
H -1.428 -0.258 0.452 0.177
H -1.461 1.403 0.404 0.233
H -1.013 -0.771 -2.169 0.418
H 0.653 -0.531 -2.583 0.396
H 1.587 -2.109 1.163 0.144
O -2.961 -0.259 2.482 -0.651
H -2.546 -1.098 2.704 0.311
H -3.495 -0.407 1.696 0.324
```

=====

B.
Computed, not measured: a cluster of 2 separate species, C3H12N2OS2 in total, with ωB97M-V with the def2-TZVPD basis set.

Summary:
- LUMO energy (eV) = 0.5048
- HOMO level (eV) = -8.4
- structure (SMILES) = NC[C@H](N)CSS.O
- HOMO-LUMO gap (eV) = 8.875
- charge = 0
- molar mass (g mol⁻¹) = 156.28

```
20
Properties=species:S:1:pos:R:3:mulliken_charge:R:1
N -2.018 -1.628 0.144 -0.515
C -0.650 -1.924 -0.192 -0.845
C 0.320 -1.008 0.621 0.476
N -0.311 0.321 0.946 -0.570
C 1.664 -0.922 -0.155 -1.173
S 2.708 0.229 0.920 -0.064
S 2.235 2.087 0.426 -0.194
H -2.713 -2.300 0.300 0.172
H -2.311 -0.860 -0.381 0.185
H -0.238 -2.904 -0.084 0.509
H -0.389 -1.975 -1.294 0.286
H 0.414 -1.522 1.618 0.268
H -0.611 0.746 0.059 0.084
H -1.143 0.156 1.416 0.327
H 2.272 -1.732 -0.166 0.462
H 1.511 -0.639 -1.159 0.456
H 2.722 2.172 -0.805 0.144
O -1.338 3.999 -1.092 -0.656
H -1.122 4.692 -0.510 0.307
H -1.001 3.011 -0.611 0.343
```

=====

A is the most stable structure; the next one sits 163.2 kJ/mol above it.

=====

A.
Computed, not measured: the molecule C3H7IN2, with ωB97M-V with the def2-TZVPD basis set.

Summary:
- LUMO energy (eV) = 0.5644
- HOMO level (eV) = -8.0
- HOMO-LUMO gap (eV) = 8.520
- charge = 0
- molar mass (g mol⁻¹) = 198.01

```
13
Properties=species:S:1:pos:R:3:mulliken_charge:R:1
C -0.146 1.574 0.610 -0.849
C -1.336 -1.267 -0.212 -0.209
C 0.259 0.130 0.998 -0.594
N 0.706 -0.785 -1.231 -0.608
N -0.197 -0.716 -0.136 0.496
I -1.785 -2.722 -1.762 -0.072
H 0.658 1.949 -0.028 0.287
H -1.205 1.714 0.251 0.297
H -0.281 2.274 1.525 0.306
H -0.260 -0.159 1.889 0.396
H 1.384 0.052 0.999 0.244
H 1.584 -0.490 -1.121 0.191
H 0.619 -1.556 -1.782 0.116
```

=====

B.
Computed, not measured: a cluster of 2 separate species, C3H7IN2 in total, with ωB97M-V with the def2-TZVPD basis set.

Summary:
- LUMO energy (alpha / beta) (eV) = 0.1619 / 0.1598
- HOMO level (alpha / beta) (eV) = -7.9 / -7.9
- HOMO-LUMO gap (alpha / beta) (eV) = 8.091 / 8.089
- charge = 0
- molar mass (g mol⁻¹) = 198.01

```
13
Properties=species:S:1:pos:R:3:mulliken_charge:R:1
C 2.237 0.083 0.179 -0.721
C 1.188 0.688 -0.425 0.039
C -0.901 -1.186 0.532 -0.763
N -1.661 0.511 -0.778 -0.424
N -0.710 -0.418 -0.702 -0.088
I 1.070 2.691 -0.743 0.042
H 3.145 0.693 0.412 0.224
H 2.225 -0.893 0.402 0.312
H -0.093 -1.997 0.720 0.261
H -0.973 -0.620 1.455 0.330
H -1.950 -1.690 0.368 0.320
H -1.654 1.159 -1.511 0.239
H -1.923 0.977 0.090 0.229
```

=====

A is the most stable structure; the next one sits 107.0 kJ/mol above it.